# C64H57N6OP2SV

C64H57N6OP2SV as an isolated structure (ωB97M-V/def2-TZVPD, the OMol25 dataset).

Geometry as XYZ:
```
132
Properties=species:S:1:pos:R:3:forces:R:3
V 0.404158 -0.025975 0.165594 0.305 -0.014 -0.214
C 5.785138 -3.875859 0.185802 0.049 -0.018 -0.007
C 4.822139 -2.766736 0.505225 -0.006 0.010 -0.019
C 4.273384 -2.620663 1.777332 0.020 -0.023 0.005
C 3.355923 -1.629832 2.059402 -0.042 -0.048 0.022
C 2.943498 -0.698662 1.096843 -0.043 0.003 -0.190
N 1.968955 0.294174 1.344215 0.009 0.151 0.157
C 2.128450 1.111920 2.455401 0.054 0.046 -0.079
C 3.300420 1.111147 3.237118 -0.075 -0.035 -0.041
C 3.430681 1.833487 4.403094 0.016 -0.013 0.020
C 2.387097 2.617718 4.880572 -0.041 0.033 -0.010
C 2.490248 3.385028 6.169448 -0.009 0.005 0.057
C 1.260515 2.705877 4.083014 0.030 -0.044 0.048
C 1.142930 2.035053 2.865145 -0.036 0.021 0.010
N -0.005901 2.378157 2.080738 0.035 -0.024 -0.122
C -0.743209 3.506039 2.227072 0.012 0.077 0.018
C -1.780562 3.463544 1.332507 0.014 -0.016 0.031
C -1.605720 2.253436 0.660653 0.023 0.008 -0.055
N -0.530001 1.612656 1.096671 0.016 0.028 0.150
C 3.501735 -0.857972 -0.177603 0.024 -0.070 -0.009
C 4.407811 -1.874624 -0.468469 -0.051 0.022 0.017
N 3.144134 0.015018 -1.241321 0.000 0.097 -0.023
C 3.935147 0.468023 -2.232541 -0.012 -0.028 0.026
C 3.134711 1.132619 -3.134587 0.023 0.004 0.000
C 1.845388 1.031427 -2.604153 0.008 -0.056 0.031
N 1.860539 0.359354 -1.458711 -0.321 -0.048 0.160
H 6.220109 -4.289725 1.094646 -0.012 0.001 -0.002
H 6.601796 -3.525408 -0.446320 -0.022 0.001 -0.009
H 5.285868 -4.692113 -0.341688 0.000 0.015 0.007
H 4.561385 -3.308596 2.564764 -0.015 0.012 -0.016
H 2.949329 -1.559817 3.057447 0.020 0.022 -0.036
H 4.134227 0.507393 2.915086 0.022 -0.040 -0.026
H 4.356952 1.768601 4.963197 -0.010 0.003 -0.020
H 3.148606 2.881352 6.877368 -0.003 0.002 -0.016
H 1.514505 3.499130 6.643456 0.012 0.001 -0.016
H 2.894102 4.386386 6.002794 0.001 -0.018 -0.007
H 0.435891 3.310960 4.435982 0.004 -0.016 -0.025
H -0.470960 4.262969 2.939261 -0.018 -0.008 -0.037
H -2.543349 4.207196 1.175756 0.015 -0.025 0.017
H -2.189989 1.830922 -0.137336 -0.013 0.025 0.038
H 4.776616 -1.965901 -1.483283 0.000 -0.024 -0.009
H 4.996488 0.285689 -2.211146 -0.028 0.034 -0.022
H 3.441677 1.628880 -4.038727 -0.011 -0.017 0.022
H 0.909802 1.420116 -2.967507 0.023 0.032 -0.035
C -1.837493 -2.965889 -0.947468 -0.075 0.017 -0.077
N -1.263679 -3.542319 0.250995 0.057 -0.007 -0.033
C -1.768009 -2.887686 1.435446 -0.147 -0.026 0.024
P -0.866101 -1.337566 1.924222 -0.073 -0.024 0.053
C -2.268399 -0.568432 2.818312 -0.033 0.076 -0.084
C -2.492634 -0.596738 4.190623 0.028 -0.001 -0.015
C -3.645018 -0.032736 4.724837 -0.014 0.005 0.040
C -4.591400 0.550565 3.898136 -0.028 0.011 -0.027
C -4.388389 0.566382 2.524080 0.025 -0.016 0.009
C -3.234658 0.013561 1.995461 -0.043 -0.009 0.014
C 0.238511 -1.970524 3.232912 -0.029 -0.062 0.008
C 0.635579 -3.307180 3.225456 0.054 -0.021 0.021
C 1.507926 -3.790591 4.191362 0.037 0.005 -0.025
C 2.004398 -2.941852 5.169560 0.007 0.006 0.006
C 1.632914 -1.603061 5.171865 -0.050 -0.029 0.066
C 0.760227 -1.120181 4.208162 -0.085 -0.026 0.059
C -1.091313 -4.957732 0.243409 0.064 -0.011 0.026
C -0.349659 -5.528924 -0.795635 -0.007 -0.012 0.044
C -0.133081 -6.894730 -0.844671 0.013 0.009 -0.042
C -0.633357 -7.726807 0.146808 0.002 -0.032 0.029
C -1.359588 -7.167907 1.183298 -0.007 -0.023 0.018
C -1.596804 -5.799455 1.233954 -0.019 0.069 -0.063
P -1.044826 -1.392456 -1.557326 0.188 -0.007 0.134
C 0.179174 -2.077204 -2.727636 -0.067 -0.046 -0.019
C 1.195154 -2.872229 -2.197111 0.111 0.081 0.038
C 2.162242 -3.419064 -3.024344 0.042 0.049 -0.059
C 2.144348 -3.151296 -4.388579 0.010 -0.039 0.037
C 1.144181 -2.351849 -4.919078 -0.011 -0.011 -0.018
C 0.157853 -1.825352 -4.094353 0.025 0.058 -0.027
C -2.374061 -0.771682 -2.637175 -0.014 -0.023 -0.036
C -3.142136 -1.643048 -3.415607 0.002 0.012 0.000
C -4.163150 -1.158450 -4.215529 -0.008 0.006 -0.002
C -4.425994 0.205648 -4.256661 -0.001 0.008 -0.005
C -3.656933 1.078526 -3.504025 -0.014 0.038 -0.013
C -2.636011 0.593584 -2.695065 0.046 0.024 0.038
H -2.904352 -2.740615 -0.799027 0.008 -0.003 0.017
H -1.768627 -3.678748 -1.763365 -0.009 -0.082 -0.040
H -1.717389 -3.534825 2.303818 -0.027 -0.072 0.022
H -2.821493 -2.606569 1.313355 -0.007 -0.009 0.003
H -1.784862 -1.068480 4.855951 0.106 -0.026 0.015
H -3.805629 -0.060940 5.795182 0.007 -0.004 -0.015
H -5.490272 0.982438 4.319500 0.023 0.000 -0.001
H -5.124902 1.010559 1.865999 0.003 -0.007 0.017
H -3.081522 0.027395 0.920154 0.004 -0.034 0.012
H 0.277906 -3.988506 2.461808 0.074 0.012 0.040
H 1.800439 -4.833183 4.172231 -0.004 0.019 0.004
H 2.682596 -3.319616 5.924275 -0.011 0.008 -0.007
H 2.026696 -0.928935 5.922424 -0.017 -0.002 -0.016
H 0.494087 -0.071495 4.222067 -0.056 0.003 0.021
H 0.086580 -4.893965 -1.555712 -0.107 -0.098 0.014
H 0.446038 -7.309228 -1.660745 -0.010 0.009 0.010
H -0.457088 -8.793624 0.111250 -0.005 0.019 0.001
H -1.766342 -7.799338 1.963368 0.005 0.012 -0.015
H -2.202306 -5.416482 2.041816 -0.017 0.054 0.028
H 1.229735 -3.077267 -1.129979 0.023 0.099 -0.003
H 2.932302 -4.051698 -2.601813 0.027 0.000 0.006
H 2.906043 -3.570274 -5.033992 -0.015 0.011 0.011
H 1.121707 -2.142232 -5.981038 0.005 -0.004 0.013
H -0.624628 -1.212575 -4.525134 0.008 0.000 0.017
H -2.939776 -2.706464 -3.415997 0.007 -0.015 0.022
H -4.752783 -1.844185 -4.810405 0.010 0.010 0.011
H -5.226614 0.583414 -4.879651 0.013 -0.002 0.005
H -3.850308 2.143917 -3.545627 0.013 -0.013 0.002
H -2.024199 1.292763 -2.136205 -0.032 -0.052 -0.037
O -0.533140 2.810561 -1.921986 0.036 -0.021 -0.104
S -0.037442 4.207396 -2.130062 0.066 -0.038 0.160
C -0.292466 4.551333 -3.867178 -0.025 0.066 -0.036
C 0.003343 5.812462 -4.369528 -0.016 0.007 0.018
C -0.171123 6.054055 -5.720981 0.010 0.013 -0.029
C -0.625766 5.040220 -6.558940 0.007 0.041 0.003
C -0.905640 3.784668 -6.045143 -0.013 -0.045 0.002
C -0.735128 3.530561 -4.688535 0.001 -0.003 -0.022
C -1.291942 5.283306 -1.453389 -0.078 0.054 -0.091
C -0.907463 6.270642 -0.564475 0.021 0.008 0.018
C -1.882505 7.073968 0.018962 0.048 0.005 -0.007
C -3.217335 6.871086 -0.288591 -0.031 0.008 0.006
C -3.593263 5.866458 -1.178232 -0.030 0.010 0.005
C -2.629514 5.068866 -1.766274 0.074 -0.014 0.039
H 0.355068 6.600350 -3.712256 -0.008 -0.028 -0.010
H 0.049959 7.033718 -6.124151 -0.006 -0.016 0.000
H -0.757205 5.234899 -7.615501 -0.002 -0.006 0.020
H -1.257925 2.995802 -6.697410 0.009 0.009 0.002
H -0.943655 2.555591 -4.265769 -0.028 0.015 0.007
H 0.139538 6.400782 -0.316593 -0.013 0.008 -0.015
H -1.595291 7.852456 0.713562 -0.007 -0.006 -0.007
H -3.974992 7.497838 0.163971 0.007 -0.012 -0.002
H -4.639614 5.717760 -1.412827 0.018 -0.007 -0.001
H -2.898066 4.276245 -2.454033 -0.012 0.005 -0.024
```
Forces are in eV/Å.

2S+1   2
Total charge   +1
Expectation value of S²   0.821
E_tot   -133377.2427 eV

These are the Mulliken partial charges, in e, on atoms 1 to 5: number 1, V, carries 0.9564; number 2, C, carries -1.7013; number 3, C, carries 0.2245; number 4, C, carries -1.3702; number 5, C, carries 0.3754